{
  "formula": "C46H34HoN13O2P",
  "method": "wB97M-V/def2-TZVPD",
  "symbols": ["Ho", "C", "C", "C", "C", "C", "N", "C", "N", "C", "C", "C", "C", "C", "C", "C", "C", "N", "C", "N", "C", "N", "C", "N", "C", "N", "C", "C", "C", "C", "C", "C", "C", "C", "C", "C", "C", "C", "N", "C", "C", "H", "H", "H", "H", "H", "H", "H", "H", "H", "H", "H", "H", "H", "H", "H", "H", "N", "N", "C", "N", "N", "N", "O", "O", "H", "H", "H", "H", "H", "C", "P", "C", "C", "C", "C", "C", "C", "C", "C", "C", "C", "C", "C", "H", "H", "H", "H", "H", "H", "H", "H", "H", "H", "H", "H", "H"],
  "coordinates": [[-0.35334, -0.67631, 0.64743], [-0.20632, 3.78268, -1.30417], [-0.57365, 4.20239, -2.57760], [-1.58833, 3.55107, -3.27274], [-2.25969, 2.54243, -2.61675], [-3.19547, 1.49545, -3.05039], [-3.65762, 0.76690, -2.06089], [-2.85426, 1.04629, -1.00265], [-2.61027, 0.21996, -0.00177], [-3.11708, -1.05384, 0.04160], [-4.13581, -1.81288, -0.66122], [-5.35974, -1.51663, -1.25515], [-6.02814, -2.52978, -1.91946], [-5.51217, -3.82600, -1.99184], [-4.32478, -4.15237, -1.36151], [-3.65251, -3.14594, -0.68356], [-2.37432, -3.11865, -0.01346], [-1.33040, -3.97426, -0.20966], [-0.30936, -3.47880, -0.83183], [-0.24972, -2.18251, -1.37620], [0.49796, -2.33704, -2.53347], [0.34772, -1.81278, -3.70237], [-0.65839, -1.08044, -4.21270], [-1.32084, -0.08206, -3.70031], [-2.31104, 0.27489, -4.63505], [-3.27818, 1.06193, -4.33645], [-2.13818, -0.49086, -5.88024], [-2.75442, -0.46103, -7.11114], [-2.31896, -1.37894, -8.06638], [-1.31276, -2.29090, -7.77989], [-0.68671, -2.31013, -6.53326], [-1.11359, -1.39329, -5.59942], [1.34571, -3.55231, -2.41615], [2.37840, -4.03806, -3.18939], [2.91270, -5.27452, -2.84090], [2.37643, -6.01404, -1.79047], [1.29145, -5.54598, -1.05793], [0.79755, -4.29525, -1.37501], [-2.17197, -1.92350, 0.52867], [-1.96630, 2.18649, -1.30283], [-0.89095, 2.75746, -0.65607], [0.63020, 4.27069, -0.81876], [-0.04077, 5.01937, -3.04494], [-1.83630, 3.81686, -4.29196], [-5.77672, -0.52474, -1.20165], [-6.97403, -2.31762, -2.39983], [-6.05046, -4.59011, -2.53636], [-3.92231, -5.15673, -1.37605], [-3.53860, 0.25125, -7.33132], [-2.76812, -1.37153, -9.05066], [-0.99858, -2.99084, -8.54306], [0.09874, -3.01806, -6.30511], [2.75734, -3.46486, -4.02534], [3.74657, -5.67145, -3.40438], [2.80890, -6.97572, -1.54770], [0.84606, -6.13779, -0.26848], [-0.60389, 2.41905, 0.33070], [-0.20950, 3.20692, 2.00424], [0.37704, 2.91330, 3.22287], [0.41302, 1.62550, 3.68832], [0.88905, 1.48746, 4.93331], [0.05866, 0.62991, 2.88421], [-0.07239, -0.61962, 3.40945], [-0.44834, -1.51255, 2.52628], [0.12331, -0.94197, 4.62518], [0.35115, 3.90113, 1.52854], [-1.14968, 3.57165, 2.11898], [0.43351, 3.64027, 3.91635], [1.05956, 2.29154, 5.50986], [0.80966, 0.56116, 5.33605], [3.29082, -2.21769, 0.04391], [2.45112, -1.36765, 1.45991], [2.18766, -2.76267, 2.63025], [2.52937, -2.66779, 3.97433], [2.26495, -3.72242, 4.83579], [1.64612, -4.87011, 4.37030], [1.28302, -4.96112, 3.03411], [1.55529, -3.91558, 2.17109], [3.93663, -0.61344, 2.23134], [5.03169, -1.43071, 2.51913], [6.16610, -0.89440, 3.10114], [6.21454, 0.45950, 3.41376], [5.13320, 1.27463, 3.12711], [3.99621, 0.74114, 2.53162], [2.61862, -2.34052, -0.79662], [4.12685, -1.59613, -0.27500], [3.67004, -3.19486, 0.34047], [2.99880, -1.77402, 4.36176], [2.53143, -3.63674, 5.88114], [1.44066, -5.69006, 5.04555], [0.77300, -5.84236, 2.66503], [1.26914, -3.99615, 1.13194], [4.99082, -2.48986, 2.30078], [7.00848, -1.53755, 3.31970], [7.09617, 0.87198, 3.88650], [5.17322, 2.32758, 3.37473], [3.15327, 1.38267, 2.29995]],
  "molar_mass_g_mol": 996.77,
  "multiplicity": 5,
  "energy_ev": -106797.8233,
  "charge": 1,
  "largest_force_ev_per_a": 5.13,
  "lumo_energy_ev": [-4.98, -4.91],
  "homo_energy_ev": [-7.8801, -7.7345],
  "gap_ev": [2.90, 2.83]
}

***

{
  "formula": "C46H35BrIrN7OSSb",
  "method": "wB97M-V/def2-TZVPD",
  "symbols": ["Ir", "C", "C", "C", "C", "C", "C", "N", "Sb", "C", "C", "C", "C", "C", "C", "N", "C", "C", "C", "C", "C", "C", "N", "H", "H", "H", "H", "H", "H", "H", "H", "H", "H", "H", "H", "H", "H", "H", "H", "H", "H", "S", "C", "C", "C", "C", "C", "C", "N", "C", "C", "C", "C", "C", "C", "C", "H", "H", "H", "H", "H", "H", "H", "H", "Br", "C", "C", "C", "C", "C", "C", "N", "N", "C", "C", "C", "C", "O", "C", "N", "C", "C", "C", "C", "H", "H", "H", "H", "H", "H", "H", "H", "H"],
  "coordinates": [[-1.28102, 0.47253, 0.64202], [-2.80407, 0.70416, -2.44620], [-2.96739, -0.60247, -1.72251], [-3.60420, -1.60026, -2.46006], [-3.85781, -2.83584, -1.92072], [-3.46500, -3.05402, -0.61075], [-2.80772, -2.05299, 0.08226], [-2.55153, -0.83521, -0.44984], [-2.26388, -2.67946, 2.05786], [-2.98431, -0.91661, 2.97941], [-3.97414, -1.14992, 3.91439], [-4.46452, -0.08847, 4.65526], [-3.89515, 1.14203, 4.44568], [-2.89761, 1.33143, 3.48689], [-2.35322, 2.72270, 3.39687], [-2.45265, 0.30314, 2.71908], [-0.18309, -2.16914, 1.96569], [0.64372, -3.16280, 2.46634], [2.01096, -3.07520, 2.25242], [2.48150, -2.00169, 1.53117], [1.60894, -1.01367, 1.07890], [2.20921, 0.11136, 0.29360], [0.27992, -1.08948, 1.31213], [-3.78637, 1.05829, -2.75945], [-2.21298, 0.53921, -3.35089], [-2.33231, 1.47501, -1.86208], [-3.90834, -1.36854, -3.47190], [-4.34666, -3.61059, -2.49655], [-3.65835, -4.00318, -0.12871], [-4.34951, -2.15340, 4.06512], [-5.24289, -0.22806, 5.39386], [-4.20415, 1.99374, 5.03442], [-2.52748, 3.23496, 4.33971], [-2.86658, 3.28336, 2.61479], [-1.29090, 2.71927, 3.19552], [0.22196, -4.00094, 3.00555], [2.68458, -3.84407, 2.60755], [3.53825, -1.90423, 1.31591], [2.94818, 0.63898, 0.89743], [1.46566, 0.82147, -0.03827], [2.72720, -0.29796, -0.57694], [0.51742, 4.49968, 1.11242], [1.53811, 3.51834, 2.12264], [2.70148, 3.89500, 2.78634], [3.29463, 2.97264, 3.62452], [2.71004, 1.71657, 3.82797], [1.56639, 1.34049, 3.15476], [0.99395, 2.23935, 2.25466], [-0.16112, 2.05472, 1.49946], [-0.54626, 3.17226, 0.90958], [-1.88418, 3.23501, 0.34345], [-2.52513, 4.42503, 0.00587], [-3.87983, 4.40278, -0.27627], [-4.57852, 3.20157, -0.20194], [-3.92728, 2.01054, 0.10481], [-2.56488, 2.00657, 0.36155], [3.11703, 4.88502, 2.65632], [4.20299, 3.23180, 4.15029], [3.16265, 1.02957, 4.53047], [1.10254, 0.38145, 3.33975], [-1.97778, 5.36079, 0.00454], [-4.39993, 5.31825, -0.52156], [-5.64455, 3.19191, -0.39050], [-4.50176, 1.09152, 0.14119], [6.27764, -3.87306, -0.03758], [5.62382, -3.02450, -1.58296], [5.15632, -1.71498, -1.48934], [4.60955, -1.10670, -2.59529], [4.51469, -1.81393, -3.81432], [5.07254, -3.09992, -3.91228], [5.60946, -3.70592, -2.79669], [3.85149, -1.31518, -4.89426], [3.16577, -0.24986, -4.87398], [2.08230, -0.04053, -4.17625], [1.63851, 1.32354, -4.08722], [0.79832, 1.71889, -3.10942], [0.29849, 0.79538, -2.12453], [-0.31745, 1.26516, -1.14346], [0.54019, -0.64245, -2.34548], [-0.06505, -1.49754, -1.51896], [0.09257, -2.78959, -1.71773], [0.84672, -3.31074, -2.77263], [1.49397, -2.43467, -3.61346], [1.37637, -1.05903, -3.38949], [5.23240, -1.18251, -0.55073], [4.25276, -0.08596, -2.54315], [5.06160, -3.60430, -4.86940], [6.01656, -4.70522, -2.85983], [2.06496, 2.03696, -4.78106], [0.51942, 2.75903, -3.00638], [-0.40460, -3.45709, -1.02076], [0.91520, -4.37957, -2.91883], [2.07319, -2.80000, -4.44982]],
  "molar_mass_g_mol": 1127.78,
  "multiplicity": 2,
  "energy_ev": -150988.9559,
  "charge": 2,
  "largest_force_ev_per_a": 2.52,
  "lumo_energy_ev": [-6.39, -6.50],
  "homo_energy_ev": [-12.3652, -13.0543],
  "gap_ev": [5.97, 6.55],
  "relative_energy_kj_mol": 0.0
}